The following is a DFT calculation (the ωB97M-V functional and the def2-TZVPD basis) of a molecular structure, C3H6ClNS in a non-equilibrium geometry.

CARTESIAN COORDINATES (ANGSTROEM)
C: -0.9030 -0.2219 0.3555
C: -0.0957 1.2827 0.5903
C: 1.3374 1.2434 -0.0921
H: -0.5366 -2.2851 0.4312
H: 0.7442 -1.3490 1.0833
H: -0.7211 2.1292 0.5724
H: 0.2273 1.2979 1.8530
H: 2.2492 1.8605 0.6811
H: 1.1926 1.8564 -1.1517
N: -0.2656 -1.3990 0.6585
S: -2.3744 0.0431 -0.4306
Cl: 2.0389 -0.4843 -0.3713

Values from the calculation:
Relative energy (zero: lowest compared OMol25 entry of this formula, charge and spin): 3.477 eV
Lowest unoccupied orbital energy: 0.014 hartree
E: -1030.92461 Eh
HOMO energy: -8.2 eV
Orbital gap: 8.6 eV
Molar mass: 123.6 g/mol

=====

The following is a DFT calculation (the ωB97M-V functional and the def2-TZVPD basis) of a molecular structure, C33H52CsN2O4S2SiTe in a non-equilibrium geometry.

CARTESIAN COORDINATES (ANGSTROEM)
Cs: 0.2088 2.4922 2.1759
C: -1.3925 -1.2050 -1.7823
C: -2.5106 -1.1399 -0.7382
C: -2.1098 -1.9536 0.4993
C: -3.8103 -1.6989 -1.3318
O: -2.6742 0.1826 -0.3099
Si: -3.3525 1.4969 -1.0242
S: -2.6274 3.1723 -0.1085
O: -5.0112 1.3574 -0.9971
C: -5.8661 1.6138 0.0790
C: -6.0856 3.1245 0.2169
C: -7.1942 0.9137 -0.2548
C: -5.3079 1.0620 1.3909
O: -3.0829 1.2963 -2.6439
C: -3.4440 2.1394 -3.6978
C: -4.6362 1.5098 -4.4341
C: -3.8348 3.5408 -3.2356
C: -2.2332 2.2195 -4.6356
H: -1.2239 -2.2286 -2.1108
H: -0.4715 -0.8094 -1.3583
H: -1.6738 -0.5889 -2.6296
H: -2.0153 -3.0093 0.2475
H: -2.8580 -1.8345 1.2797
H: -1.1588 -1.5848 0.8774
H: -3.6905 -2.7488 -1.5975
H: -4.0692 -1.1285 -2.2176
H: -4.6236 -1.6051 -0.6145
H: -6.5271 3.5271 -0.6933
H: -5.1149 3.5942 0.3652
H: -6.7375 3.3388 1.0610
H: -7.5530 1.2587 -1.2234
H: -7.9490 1.1253 0.5014
H: -7.0370 -0.1626 -0.3066
H: -4.4028 1.6052 1.6456
H: -5.0479 0.0130 1.2743
H: -6.0386 1.1665 2.1912
H: -5.4402 1.3589 -3.7194
H: -4.3517 0.5444 -4.8480
H: -4.9795 2.1582 -5.2394
H: -4.7446 3.4900 -2.6456
H: -3.9945 4.1980 -4.0886
H: -3.0567 3.9507 -2.5986
H: -1.9763 1.2229 -4.9887
H: -1.3847 2.6143 -4.0841
H: -2.4491 2.8608 -5.4883
C: 1.5954 3.9180 -1.1016
C: 2.1382 2.9432 -0.0690
O: 2.3754 3.3309 1.1156
N: 2.3457 1.7345 -0.4857
Te: 3.0269 0.6719 1.1583
C: 4.7539 -0.5768 2.3305
C: 5.8052 -1.2325 1.6939
C: 5.9159 -1.1936 0.1996
C: 6.7686 -1.9198 2.4252
C: 6.7225 -1.9569 3.8092
C: 7.7287 -2.7411 4.6100
C: 5.7150 -1.2435 4.4470
C: 4.7495 -0.5480 3.7295
C: 3.7091 0.2328 4.4777
C: 2.6595 -1.0897 0.0092
C: 2.8646 -1.1588 -1.3719
C: 3.5828 -0.0995 -2.1500
C: 2.4091 -2.2637 -2.0810
C: 1.7621 -3.3140 -1.4581
C: 1.2309 -4.4769 -2.2456
C: 1.6093 -3.2635 -0.0802
C: 2.0450 -2.1711 0.6527
C: 1.8658 -2.1765 2.1395
H: 2.4342 4.4174 -1.5864
H: 0.9559 4.6562 -0.6263
H: 1.0361 3.3710 -1.8524
H: 5.6952 -0.1866 -0.1519
H: 5.1945 -1.8664 -0.2615
H: 6.9158 -1.4770 -0.1267
H: 7.5651 -2.4383 1.8995
H: 8.4833 -3.1832 3.9602
H: 7.2356 -3.5459 5.1587
H: 8.2294 -2.1031 5.3397
H: 5.6802 -1.2324 5.5315
H: 3.9221 0.2384 5.5461
H: 2.7142 -0.1884 4.3326
H: 3.6863 1.2629 4.1210
H: 4.1542 0.5418 -1.4861
H: 2.8655 0.5367 -2.6637
H: 4.2415 -0.5541 -2.8913
H: 2.5647 -2.2988 -3.1522
H: 1.4906 -4.3801 -3.2988
H: 0.1441 -4.5209 -2.1613
H: 1.6351 -5.4185 -1.8710
H: 1.1320 -4.0927 0.4272
H: 1.3568 -3.0817 2.4705
H: 1.2829 -1.3103 2.4637
H: 2.8415 -2.1254 2.6218
S: -0.6122 1.5277 7.5523
C: -0.4143 1.7237 5.9697
N: -0.2718 1.8728 4.8220

Values from the calculation:
Relative energy (zero: lowest compared OMol25 entry of this formula, charge and spin): 0.665 eV
Lowest unoccupied orbital energy (spin up / spin down): 0.138 / 0.137 hartree
E: -3073.40315 Eh
HOMO energy (spin up / spin down): -2.1 / -2.6 eV
Orbital gap (spin up / spin down): 5.9 / 6.3 eV
Charge: -2
Spin multiplicity: 2
Molar mass: 893.5 g/mol